DFT (wB97M-V/def2-TZVPD) results for the ion C2H4N5O3 with charge +1.

The geometry in XYZ format:
```
14
Properties=species:S:1:pos:R:3:mulliken_charge:R:1
C 0.853 -0.216 -0.646 0.199
C -2.298 -0.131 0.789 -0.541
N -0.356 0.239 -0.667 -0.384
N -0.492 2.487 -0.767 -0.361
N 2.025 0.153 -0.456 -0.184
N -0.927 1.464 -0.343 0.877
N 3.136 -0.762 -0.072 1.119
O 3.021 -1.802 -0.620 -0.432
O 3.881 -0.237 0.690 -0.427
O -2.096 1.160 0.310 -0.225
H 0.741 -1.140 -1.189 0.418
H -1.499 -0.403 1.471 0.296
H -2.791 -0.906 0.181 0.312
H -3.195 0.094 1.318 0.334
```

Properties
orbital gap (spin up / spin down) = 0.304 / 0.274 hartree
HOMO level (spin up / spin down) = -16.177 / -15.961 eV
energy above the lowest of the compared OMol25 structures with the same formula, charge and spin = 6.4634 eV
energy = -15710.8775 eV
multiplicity = 1
net charge = +1



DFT (wB97M-V/def2-TZVPD) results for a cluster of 2 separate species, C3H5Cl3 in total.

The geometry in XYZ format:
```
11
Properties=species:S:1:pos:R:3:mulliken_charge:R:1
C -1.601 -0.705 -0.316 -1.026
C 1.574 1.228 0.137 -0.570
C -1.051 0.298 0.709 0.367
Cl 2.308 -0.185 -0.583 -0.135
Cl -1.752 1.910 0.614 -0.152
Cl -0.969 -0.305 2.325 -0.158
H -1.565 -0.317 -1.264 0.327
H -1.093 -1.671 -0.352 0.318
H -2.665 -0.993 -0.019 0.314
H 1.102 1.930 -0.522 0.344
H 2.158 1.566 0.949 0.371
```

Properties
orbital gap (spin up / spin down) = 0.323 / 0.368 hartree
HOMO level (spin up / spin down) = -7.982 / -11.175 eV
⟨S²⟩ = 2.008
energy above the lowest of the compared OMol25 structures with the same formula, charge and spin = 0.0000 eV
energy = -40755.6472 eV
multiplicity = 3



DFT (wB97M-V/def2-TZVPD) results for a structure of composition CCl4OS.

The geometry in XYZ format:
```
7
Properties=species:S:1:pos:R:3:mulliken_charge:R:1
C -0.937 -1.023 0.175 0.369
O 0.312 1.505 -1.421 -0.366
S 1.577 1.117 -0.839 0.438
Cl 0.719 -1.053 0.506 -0.087
Cl -1.946 -0.401 1.418 -0.105
Cl -1.564 -2.330 -0.738 -0.117
Cl 1.840 2.185 0.899 -0.132
```

Properties
orbital gap (spin up / spin down) = 0.280 / 0.285 hartree
HOMO level (spin up / spin down) = -8.813 / -8.734 eV
energy above the lowest of the compared OMol25 structures with the same formula, charge and spin = 2.4601 eV
energy = -64006.5403 eV
multiplicity = 1



DFT (wB97M-V/def2-TZVPD) results for a structure of composition C41H41FeN8OSTe.

The geometry in XYZ format:
```
94
Properties=species:S:1:pos:R:3:mulliken_charge:R:1
Fe -0.219 -0.067 0.344 -0.666
N 0.813 -1.514 4.153 -0.149
C 0.390 -1.642 2.769 -0.845
N 0.453 -0.379 2.084 0.266
C 1.205 0.620 2.498 0.756
N 1.163 1.825 1.909 -1.836
N 0.188 1.718 0.962 1.351
C -0.475 2.713 0.504 -1.062
C -1.738 2.309 -0.142 1.369
C -2.323 3.141 -1.093 -1.672
C -3.615 2.918 -1.689 -0.906
C -4.172 0.972 -2.561 -0.956
C -2.980 0.179 -2.001 -0.193
N -2.212 1.110 0.240 -0.359
C 2.081 0.452 3.672 0.314
C 3.071 1.363 4.011 -0.336
C 3.839 1.187 5.150 -0.919
C 3.591 0.081 5.962 -0.401
C 2.604 -0.831 5.643 -0.834
C 1.837 -0.660 4.485 0.479
H 0.773 -2.377 4.669 0.345
H -0.646 -1.972 2.747 0.406
H -0.217 3.744 0.723 0.442
H -1.775 4.042 -1.352 0.353
H -4.222 3.823 -1.721 0.729
H -4.960 0.396 -3.048 0.343
H -3.033 -0.910 -2.045 1.071
H 3.217 2.213 3.358 0.487
H 4.615 1.896 5.404 0.389
H 4.179 -0.072 6.859 0.371
H 2.418 -1.688 6.281 0.348
C -6.671 2.571 -1.465 -1.634
C -5.705 1.873 -0.504 2.127
C -6.328 0.533 -0.102 -1.764
C -5.494 2.732 0.745 -1.778
C -4.350 1.661 -1.177 1.771
C -3.720 2.252 -3.290 -0.117
C -2.493 2.232 -4.057 -1.229
C -1.452 1.537 -3.494 1.004
S 0.280 1.677 -3.711 -0.482
C 0.533 0.714 -2.301 -0.070
N -0.573 0.286 -1.718 0.426
C -1.667 0.667 -2.401 -1.507
C -3.327 0.680 -0.514 -1.671
C 1.776 0.403 -1.670 1.378
C 3.017 0.559 -2.314 -1.053
C 4.159 0.225 -1.634 -0.931
C 4.043 -0.239 -0.314 -1.057
C 2.820 -0.375 0.299 0.494
C 1.602 -0.085 -0.364 0.328
H -7.620 2.775 -0.963 0.450
H -6.883 1.942 -2.333 0.317
H -6.279 3.523 -1.826 0.338
H -7.373 0.679 0.181 0.473
H -5.818 0.080 0.749 0.334
H -6.305 -0.184 -0.927 0.322
H -6.423 2.823 1.315 0.492
H -5.160 3.737 0.482 0.327
H -4.735 2.291 1.394 0.290
H -4.543 2.745 -3.805 0.584
H -2.328 2.935 -4.863 0.349
H -3.832 -0.137 -0.003 1.093
H 3.065 0.925 -3.333 0.404
H 5.131 0.316 -2.103 0.359
H 4.942 -0.498 0.234 0.457
H 2.798 -0.728 1.318 0.256
Te 1.433 -3.328 1.825 -0.138
C -1.788 -7.233 -3.005 -1.171
C -0.865 -6.026 -3.087 -0.711
N 0.292 -6.136 -2.217 0.436
C 1.317 -7.090 -2.622 -0.812
C 1.488 -8.228 -1.628 -1.149
C 0.692 -5.169 -1.307 -0.029
O 1.873 -5.100 -0.979 -0.695
C -0.292 -4.242 -0.736 -0.140
C -1.577 -4.591 -0.430 0.676
C -2.439 -3.683 0.207 -1.909
C -1.959 -2.381 0.318 -0.001
N -0.733 -1.989 0.032 0.724
C 0.244 -2.984 -0.209 -1.925
H -2.656 -7.101 -3.654 0.391
H -2.141 -7.389 -1.986 0.292
H -1.275 -8.144 -3.320 0.330
H -1.399 -5.112 -2.840 0.447
H -0.514 -5.914 -4.122 0.427
H 2.265 -6.559 -2.735 0.369
H 1.031 -7.477 -3.603 0.444
H 1.817 -7.832 -0.668 0.293
H 2.236 -8.941 -1.979 0.400
H 0.547 -8.760 -1.477 0.262
H -1.934 -5.582 -0.686 0.382
H -3.457 -3.923 0.466 0.406
H -2.631 -1.590 0.638 0.692
H 1.086 -2.600 -0.772 0.939
```

Properties
orbital gap (spin up / spin down) = 0.162 / 0.162 hartree
HOMO level (spin up / spin down) = -3.330 / -3.330 eV
energy above the lowest of the compared OMol25 structures with the same formula, charge and spin = 4.0044 eV
energy = -109664.9469 eV
multiplicity = 1
net charge = -1



DFT (wB97M-V/def2-TZVPD) results for a structure of composition C34H25BrN7O2PmS.

The geometry in XYZ format:
```
71
Properties=species:S:1:pos:R:3:mulliken_charge:R:1
Pm 0.115 0.071 -0.825 0.842
Br -2.415 -3.286 5.033 -0.125
C -1.752 -3.102 3.248 0.117
C -2.614 -3.302 2.154 -0.679
C -2.238 -2.792 0.902 -0.399
C -0.910 -2.369 0.667 0.289
O -0.547 -2.011 -0.546 -0.475
C 0.045 -2.424 1.832 0.509
C 1.403 -1.921 1.707 -0.894
N 1.735 -0.915 0.893 -0.023
C 2.824 -0.117 1.127 0.225
C 3.360 -0.101 2.414 -0.356
C 4.486 0.618 2.740 -1.037
C 5.194 1.349 1.768 -0.663
C 4.666 1.450 0.460 0.617
C 5.287 2.244 -0.581 -0.615
C 4.655 2.220 -1.828 -0.821
C 3.350 1.701 -1.952 -0.168
N 2.715 1.014 -0.979 0.035
C 3.399 0.800 0.177 0.332
C -0.466 -2.614 3.115 -0.598
H -3.550 -3.862 2.329 0.428
H -2.943 -2.802 0.064 0.497
H 2.149 -2.461 2.368 0.604
H 2.799 -0.515 3.239 0.530
H 4.799 0.620 3.787 0.415
H 6.173 1.818 2.013 0.373
H 6.148 2.889 -0.416 0.444
H 5.062 2.759 -2.675 0.377
H 2.865 1.789 -2.936 0.340
H 0.181 -2.414 3.994 0.541
N -2.746 1.601 1.879 -0.082
C -2.287 1.601 3.196 0.115
C -3.121 1.195 4.251 -0.475
C -2.627 0.914 5.510 -0.801
C -1.217 0.944 5.739 -0.609
C -0.355 1.367 4.711 -0.821
C -0.890 1.655 3.463 1.040
S 0.203 2.195 2.260 -0.047
N -0.650 1.648 0.781 -0.362
C -1.962 1.650 0.752 0.700
C -2.716 1.642 -0.486 0.592
C -3.937 2.307 -0.661 -0.928
C -4.646 2.057 -1.801 -0.513
C -4.155 1.165 -2.802 -0.908
C -2.951 0.503 -2.525 -0.381
N -2.217 0.841 -1.434 0.151
H -3.769 1.563 1.724 0.328
H -4.200 1.235 4.099 0.415
H -3.283 0.644 6.299 0.492
H -0.859 0.714 6.739 0.442
H 0.731 1.501 4.804 0.427
H -4.302 2.990 0.109 0.618
H -5.520 2.656 -2.019 0.444
H -4.721 0.906 -3.708 0.404
H -2.540 -0.251 -3.178 0.647
N 1.033 -3.981 -4.425 -0.398
C 0.568 -3.016 -5.291 0.444
O 0.236 -3.333 -6.392 -0.552
C 0.608 -1.594 -4.831 -0.015
C 0.535 -0.559 -5.823 -0.363
C 0.370 0.735 -5.469 -1.051
C 0.205 1.057 -4.098 -0.422
N 0.364 0.115 -3.140 0.430
C 0.568 -1.191 -3.491 -0.597
H 1.131 -4.880 -4.926 0.270
H 1.748 -3.786 -3.621 0.234
H 0.706 -0.797 -6.852 0.484
H 0.206 1.498 -6.162 0.532
H -0.024 2.055 -3.794 0.569
H 0.511 -1.901 -2.681 0.885
```

Properties
orbital gap (spin up / spin down) = 0.120 / 0.107 hartree
HOMO level (spin up / spin down) = -10.047 / -12.053 eV
⟨S²⟩ = 6.450
energy above the lowest of the compared OMol25 structures with the same formula, charge and spin = 5.5503 eV
energy = -147605.3487 eV
multiplicity = 5
net charge = +2